1.
Molecular formula: C16H16ClN5O2
Method: DFT, the ωB97M-V functional and the def2-TZVPD basis

Atoms and positions in Å:
O (-3.840, 0.106, -0.753)
C (-3.215, 0.493, 1.349)
H (-3.952, 2.259, 2.200)
C (1.672, 1.917, 1.597)
H (-0.749, -1.083, 3.085)
H (3.801, 0.803, -1.736)
H (-2.575, 0.743, 3.308)
H (-1.729, -2.879, -1.309)
C (0.458, 1.525, -0.490)
H (3.116, -1.510, -0.938)
C (-1.275, -1.410, 1.055)
C (-2.045, -1.821, -1.379)
N (4.361, 0.100, -1.290)
H (3.375, 0.641, 1.892)
H (0.517, -1.850, -1.269)
C (-1.081, -1.041, -2.261)
N (-3.076, -0.146, 0.155)
H (-3.015, -1.863, -1.849)
C (-0.227, -2.358, 0.886)
C (2.590, 0.930, 1.223)
C (-1.410, -0.777, 2.285)
N (-4.156, 1.554, 1.534)
H (5.160, 0.491, -0.796)
H (-0.404, 1.736, -1.097)
H (1.685, 2.529, 2.498)
N (0.517, -3.246, 0.738)
C (3.570, -0.702, -0.391)
Cl (-0.618, 3.252, 1.253)
N (0.262, -1.127, -1.990)
H (2.159, -0.471, -2.665)
H (4.186, -1.097, 0.400)
C (-2.428, 0.150, 2.426)
H (0.925, 0.672, -2.968)
C (0.566, 2.167, 0.763)
C (-2.148, -1.121, -0.003)
C (1.233, -0.066, -2.251)
C (2.474, 0.222, 0.029)
C (1.421, 0.590, -0.893)
H (-4.664, 1.836, 0.673)
O (-1.440, -0.147, -3.024)

M   345.790 g/mol
Lowest unoccupied orbital energy   0.016 eV
Kohn-Sham gap   8.54 eV
Structure (SMILES)   N#Cc1ccc(N)[n+]([O-])c1CC(=O)NCc1cc(Cl)ccc1CN

***

2.
Molecular formula: C16H16FN3O2S
Method: DFT, the ωB97M-V functional and the def2-TZVPD basis

Atoms and positions in Å:
C (1.626, 0.182, 0.584)
H (3.798, -1.244, -1.530)
H (-1.569, 2.486, -0.186)
H (-5.018, -2.525, 1.578)
H (-1.207, -3.838, -0.021)
H (-2.610, 1.633, 0.874)
O (1.900, -1.996, -0.083)
C (0.577, -0.261, 1.749)
C (-1.749, -1.668, -0.398)
H (2.310, 0.886, 1.117)
C (5.215, 2.919, -1.657)
C (0.415, 1.145, -0.062)
C (4.166, 3.144, -0.896)
H (-3.480, 0.859, -1.223)
C (-4.196, -2.312, 0.986)
N (3.121, -0.504, -0.954)
H (0.292, 0.399, -1.163)
N (-0.637, 1.038, 0.735)
C (2.075, -0.862, -0.103)
C (-2.685, -0.769, -0.223)
C (-1.964, -3.134, 0.081)
H (0.858, 2.109, -0.225)
C (-3.223, -3.047, 0.862)
H (-4.752, -0.144, 0.460)
N (3.239, 2.132, -0.687)
C (-1.870, 1.499, 0.220)
F (-3.321, -4.382, 1.307)
C (-0.654, 0.113, 1.771)
C (-3.948, -1.188, 0.120)
H (5.893, 3.421, -2.347)
H (-1.935, 0.634, -1.820)
O (-1.630, 0.064, 2.388)
H (3.852, 4.034, -0.532)
H (0.686, -1.501, 1.927)
S (5.151, 1.067, -2.314)
H (1.056, -0.279, 2.666)
C (3.699, 0.897, -1.123)
C (-2.522, 0.516, -0.904)
H (-0.961, -1.524, -0.976)

M   333.388 g/mol
Lowest unoccupied orbital energy   0.016 eV
Kohn-Sham gap   8.53 eV

***

- Which formula does entry 1 have?
  C16H16ClN5O2

***

- Among the records above, which one has the highest M?
  C16H16ClN5O2

***

- Look up the Kohn-Sham gap of the second one.
  8.53 eV